The following is a DFT calculation (ωB97M-V/def2-TZVPD) of a single C27H27N3O2S molecule.

Last column: Löwdin charge in e.
CARTESIAN COORDINATES (ANGSTROEM)
C 6.319 -1.558 0.858  -0.042
C 5.955 -2.455 -0.283  -0.219
C 6.816 -3.424 -0.766  -0.053
C 6.474 -4.241 -1.840  -0.091
C 5.252 -4.116 -2.470  -0.101
C 4.375 -3.153 -2.002  -0.444
S 2.771 -2.761 -2.573  1.166
C 2.713 -1.532 -1.320  -0.512
N 1.605 -0.728 -1.172  0.006
C 1.619 0.201 -0.054  -0.137
C 1.047 -0.429 1.215  -0.143
C 0.945 0.627 2.317  -0.214
N 0.178 1.784 1.882  -0.283
C -1.247 1.528 1.873  -0.105
C 0.484 2.963 2.667  -0.103
C 0.514 -0.949 -1.963  -0.402
O 0.510 -1.811 -2.823  -0.005
C -0.691 -0.099 -1.728  -0.137
C -0.694 1.265 -2.006  -0.009
C -1.855 1.995 -1.848  0.008
C -3.028 1.382 -1.408  -0.147
C -4.258 2.211 -1.296  -0.313
O -4.398 3.219 -1.959  0.110
C -5.310 1.752 -0.353  -0.156
C -6.643 1.968 -0.694  -0.011
C -7.655 1.570 0.159  -0.071
C -7.345 0.976 1.371  -0.078
C -6.020 0.784 1.730  -0.071
C -5.004 1.164 0.873  -0.036
C -3.030 0.010 -1.168  -0.016
C -1.869 -0.723 -1.333  -0.003
N 3.748 -1.423 -0.565  0.124
C 4.716 -2.322 -0.916  -0.269
H 5.422 -1.248 1.387  0.067
H 6.996 -2.061 1.545  0.076
H 6.815 -0.663 0.483  0.086
H 7.779 -3.551 -0.294  0.108
H 7.177 -4.985 -2.185  0.100
H 4.981 -4.746 -3.303  0.103
H 2.660 0.483 0.111  0.125
H 1.036 1.088 -0.295  0.103
H 0.065 -0.852 0.999  0.102
H 1.697 -1.238 1.552  0.117
H 1.955 0.969 2.555  0.120
H 0.518 0.171 3.226  0.124
H -1.759 2.401 1.469  0.086
H -1.461 0.678 1.229  0.065
H -1.645 1.320 2.880  0.093
H -0.074 3.807 2.265  0.083
H 1.547 3.181 2.587  0.083
H 0.225 2.848 3.731  0.088
H 0.202 1.746 -2.370  0.129
H -1.877 3.052 -2.067  0.123
H -6.867 2.442 -1.638  0.120
H -8.687 1.729 -0.117  0.105
H -8.134 0.669 2.041  0.104
H -5.778 0.336 2.682  0.105
H -3.973 1.031 1.165  0.096
H -3.943 -0.490 -0.880  0.121
H -1.870 -1.790 -1.164  0.128

Summary:
* E_HOMO: -8.1983 eV
* F_max: 1.0 eV/A
* HOMO-LUMO gap: 7.89 eV
* energy above the lowest of the compared OMol25 structures with the same formula, charge and spin: 0.0 kJ/mol
* SMILES: Cc1cccc2sc(N(CCCN(C)C)C(=O)c3ccc(C(=O)c4ccccc4)cc3)nc12